The following is a quantum chemistry calculation of a molecular structure, C24H56AgCdO13S9Tl in a non-equilibrium geometry, from the Open Molecules 2025 dataset.

Values from the calculation:
Net charge = +4
Kohn-Sham gap = 0.855 eV
Multiplicity = 1
E_tot = -163128.808 eV
HOMO = -13.97 eV

CARTESIAN COORDINATES (ANGSTROEM)
Cd1 2.5873 6.8753 4.5593
Ag1 7.0005 -2.0322 -1.7553
Tl1 1.9763 -7.8418 -1.3616
C1 1.5099 0.3593 0.5952
C2 0.6589 1.3795 0.4287
C3 -0.4575 1.3161 -0.6470
O1 -1.3496 2.2161 -0.8702
C4 -0.6754 0.1796 -1.3065
C5 0.2304 -0.9412 -1.2233
C6 1.4126 -0.8279 -0.1753
O2 2.2660 -1.7535 -0.1224
O3 0.1592 -1.9682 -1.9577
O4 0.8130 2.2673 1.3359
H1 2.2604 0.4321 1.3685
H2 -1.4768 0.1035 -2.0263
C7 -6.3507 7.8098 -1.5174
S1 -7.5824 7.0179 -2.6257
O5 -8.7099 8.0195 -2.8258
C8 -6.4650 7.2264 -4.1992
H3 -5.2974 7.5462 -1.6130
H4 -6.6202 7.8824 -0.4637
H5 -6.3071 8.8371 -1.8791
H6 -6.2694 8.2613 -4.4798
H7 -6.9000 6.6577 -5.0211
H8 -5.5352 6.7343 -3.9138
C9 6.5703 -6.1980 5.2846
S2 5.1849 -7.3194 5.7690
O6 4.3670 -7.6324 4.5252
C10 6.1649 -8.8688 6.0232
H9 5.9953 -5.4641 4.7199
H10 7.2176 -6.7046 4.5688
H11 7.2023 -5.8338 6.0946
H12 6.4091 -8.8415 7.0852
H13 7.0564 -8.9650 5.4034
H14 5.5540 -9.7519 5.8363
C11 -2.7152 -8.4385 -7.5085
S3 -3.8908 -8.2523 -6.1292
O7 -3.0822 -7.7901 -4.8717
C12 -4.7088 -6.7435 -6.6880
H15 -2.2647 -7.4842 -7.7814
H16 -3.2121 -8.7676 -8.4211
H17 -1.9488 -9.0911 -7.0904
H18 -4.0153 -5.9029 -6.6663
H19 -5.5774 -6.5098 -6.0725
H20 -5.0445 -7.0173 -7.6883
C13 -2.0749 -0.3029 -9.3146
S4 -2.1076 -1.1600 -10.9221
O8 -3.0528 -2.3401 -10.8687
C14 -3.0430 0.1652 -11.9016
H21 -1.6387 -0.9850 -8.5849
H22 -3.0899 0.0000 -9.0573
H23 -1.3977 0.5502 -9.3567
H24 -4.0157 0.1897 -11.4104
H25 -3.1814 -0.1342 -12.9405
H26 -2.4072 1.0490 -11.8501
C15 0.2555 10.2768 -1.3043
S5 -0.4001 10.8647 0.3205
O9 0.3957 10.0722 1.3493
C16 0.4185 12.4570 0.4683
H27 0.0468 11.0197 -2.0741
H28 -0.2228 9.3143 -1.4857
H29 1.3199 10.0421 -1.3101
H30 -0.0059 13.0521 -0.3403
H31 1.4671 12.2286 0.2780
H32 0.2205 12.8839 1.4515
C17 -1.4792 -3.9534 5.2862
S6 -2.6077 -5.1832 4.3339
O10 -1.6794 -5.5053 3.1181
C18 -2.4403 -6.5264 5.5820
H33 -1.2753 -3.2200 4.5060
H34 -0.4698 -4.3524 5.3866
H35 -1.9321 -3.6477 6.2293
H36 -2.6762 -6.0464 6.5318
H37 -1.3756 -6.7222 5.7099
H38 -2.8830 -7.4998 5.3705
C19 -7.2503 -2.7399 -1.6623
S7 -8.7888 -2.0446 -2.3369
O11 -9.6688 -1.7053 -1.1353
C20 -7.9273 -0.5617 -3.0267
H39 -6.4856 -2.6391 -2.4324
H40 -7.4306 -3.7915 -1.4391
H41 -6.8542 -2.2368 -0.7801
H42 -8.5767 0.3097 -3.1093
H43 -7.5083 -0.8046 -4.0032
H44 -7.1921 -0.0472 -2.4080
C21 12.0430 1.2622 1.8776
S8 10.2940 1.4388 2.6577
O12 9.6001 0.1468 2.3731
C22 10.9773 1.4340 4.3833
H45 12.1613 1.5671 0.8378
H46 12.3366 0.2125 1.8668
H47 12.8005 1.8187 2.4295
H48 10.1721 1.4509 5.1177
H49 11.5310 2.3728 4.3666
H50 11.6503 0.6239 4.6645
C23 3.3901 1.2640 8.5399
S9 3.7879 2.9672 9.2374
O13 3.6711 4.0197 8.1061
C24 2.3341 2.9803 10.4663
H51 3.6285 0.6268 9.3915
H52 3.9643 1.2008 7.6155
H53 2.3231 1.1588 8.3438
H54 1.3603 3.1956 10.0264
H55 2.5524 3.7564 11.1999
H56 2.2969 1.9971 10.9354